Entry 1:
Formula: C17H33N4O4S2
Source: the Open Molecules 2025 dataset
Level of theory: wB97M-V/def2-TZVPD

Results
Electronic energy in hartree: -1983.90300
HOMO in eV: -5.111
Gap between HOMO and LUMO in eV: 6.981
F_max in eV/Å: 2.0
Charge: -1

Last column: natural (NBO) charge in e.
Positions of all 60 atoms, in Å:
C1 5.65474 2.53097 0.78358  -0.61
C2 4.11908 2.70110 0.54274  -0.41
C3 3.78395 4.10675 -0.00362  -0.39
C4 2.45234 4.73717 0.48829  -0.40
C5 1.41119 3.70816 0.93553  -0.68
S1 -0.21003 4.47266 1.19833  2.26
O1 -0.11934 5.84871 0.68984  -0.99
O2 -0.47712 4.43106 2.63956  -0.98
N1 -1.34565 3.71950 0.28683  -1.18
S2 -1.11618 2.11508 0.16144  2.08
O3 -0.60443 1.45455 1.36906  -1.00
O4 -0.36373 1.79465 -1.06489  -1.01
H1 5.99552 1.54584 0.46596  0.19
H2 6.23652 3.32158 0.31612  0.20
H3 5.83624 2.58744 1.85519  0.21
H4 3.83902 1.97355 -0.21712  0.20
H5 3.62648 2.49764 1.48656  0.20
H6 4.59482 4.78120 0.28097  0.19
H7 3.77410 4.08496 -1.09357  0.20
H8 2.01904 5.29272 -0.34352  0.23
H9 2.63765 5.47814 1.26313  0.20
H10 1.69368 3.31376 1.91015  0.23
H11 1.37081 2.86232 0.25555  0.25
H12 -2.33300 1.56188 -0.06100  -0.01
C6 -4.89820 -2.18703 -2.56117  -0.61
C7 -3.42396 -1.97099 -2.23964  -0.38
C8 -3.20236 -1.33669 -0.86372  -0.51
C9 -3.84450 -0.01872 -0.78427  0.30
N2 -4.32418 1.02297 -0.72814  -0.33
H13 -5.44062 -1.24111 -2.59823  0.22
H14 -5.01045 -2.66694 -3.53478  0.21
H15 -5.37285 -2.82532 -1.81150  0.19
H16 -2.97431 -1.33853 -3.00643  0.22
H17 -2.90094 -2.92845 -2.26969  0.21
H18 -2.13714 -1.20526 -0.66632  0.27
H19 -3.61600 -1.96727 -0.07536  0.24
C10 -7.66916 -4.66328 -5.49383  -0.61
C11 -8.16332 -5.84683 -4.67115  -0.38
C12 -7.27094 -6.14296 -3.46154  -0.51
C13 -5.90450 -6.47406 -3.89839  0.29
N3 -4.84798 -6.74143 -4.25583  -0.33
H20 -6.67995 -4.85451 -5.91176  0.22
H21 -8.34370 -4.46798 -6.32752  0.22
H22 -7.61305 -3.75842 -4.88572  0.21
H23 -8.21806 -6.73327 -5.30604  0.21
H24 -9.17562 -5.64498 -4.31591  0.21
H25 -7.66702 -6.98356 -2.89212  0.25
H26 -7.22584 -5.27764 -2.79896  0.25
C14 5.57792 0.28261 5.30877  -0.61
C15 6.96627 -0.34250 5.22696  -0.38
C16 8.09247 0.69098 5.33730  -0.51
C17 8.00889 1.67288 4.24664  0.28
N4 7.94164 2.42048 3.37954  -0.33
H27 5.40372 0.97592 4.48519  0.22
H28 4.80805 -0.48666 5.25604  0.22
H29 5.44674 0.82738 6.24571  0.20
H30 7.06445 -0.88523 4.28496  0.21
H31 7.08547 -1.07224 6.03062  0.20
H32 9.06727 0.20541 5.28759  0.24
H33 8.03075 1.22507 6.28646  0.24

Entry 2:
Formula: CHF3NO4S2
Source: the Open Molecules 2025 dataset
Level of theory: wB97M-V/def2-TZVPD

Results
Electronic energy in hartree: -1490.38669
HOMO in eV: -6.117
Gap between HOMO and LUMO in eV: 9.839
F_max in eV/Å: 8.3
Charge: -1
Energy relative to the best compared isomer or geometry (same formula, charge and spin) in eV: 1.847

Last column: natural (NBO) charge in e.
Positions of all 12 atoms, in Å:
C1 -1.13960 0.11262 1.28769  0.67
N1 -0.12234 0.01044 -1.23317  -1.21
O1 1.12206 -2.45469 -1.77005  -0.94
O2 2.35415 -0.20894 -1.98812  -0.93
O3 0.85354 1.42183 0.54282  -0.98
O4 -1.30987 1.96775 -0.49558  -0.93
F1 -1.31797 0.97276 2.33046  -0.34
F2 -2.41352 -0.30534 0.95332  -0.35
F3 -0.54030 -0.96589 1.77503  -0.32
S1 1.27612 -0.78602 -1.26225  2.01
S2 -0.32382 1.02324 -0.13979  2.31
H1 1.56156 -0.78776 -0.00038  -0.01

Entry 3:
Formula: C3H7ClN2O2
Source: the Open Molecules 2025 dataset
Level of theory: wB97M-V/def2-TZVPD

Results
Electronic energy in hartree: -838.49174
HOMO in eV: -10.072
Gap between HOMO and LUMO in eV: 10.593
SMILES: CCCN(Cl)[N+](=O)[O-]
F_max in eV/Å: 6.5
Energy relative to the best compared isomer or geometry (same formula, charge and spin) in eV: 4.672

Last column: natural (NBO) charge in e.
Positions of all 15 atoms, in Å:
C1 0.03557 -0.45739 -2.12110  -0.65
C2 -0.00750 -0.61351 -0.52465  -0.41
C3 0.40389 0.72269 0.08936  -0.24
N1 0.35822 0.56407 1.54617  -0.27
Cl1 1.76232 -0.17421 2.13863  0.18
N2 -0.73974 0.42471 2.27835  0.64
O1 -1.74376 0.79666 1.75065  -0.41
O2 -0.57880 -0.04218 3.35845  -0.39
H1 -0.79288 0.20234 -2.45284  0.21
H2 1.05967 -0.15093 -2.63471  0.22
H3 -0.40348 -1.41734 -2.60056  0.23
H4 0.72521 -1.22926 -0.14146  0.20
H5 -0.89063 -1.00578 -0.07710  0.22
H6 1.27589 1.03772 -0.32673  0.22
H7 -0.46398 1.34242 -0.28245  0.24

Entry 4:
Formula: CH7NO2
Source: the Open Molecules 2025 dataset
Level of theory: wB97M-V/def2-TZVPD

Results
Electronic energy in hartree: -247.51772
HOMO in eV: -10.203
Gap between HOMO and LUMO in eV: 10.928
SMILES: NCO.O
F_max in eV/Å: 1.2
Energy relative to the best compared isomer or geometry (same formula, charge and spin) in eV: 0.043

Last column: natural (NBO) charge in e.
Positions of all 11 atoms, in Å:
N1 -0.18430 -0.84589 0.21683  -0.86
C1 0.91679 -0.08131 -0.28364  0.07
O1 1.71867 -0.67367 -1.27102  -0.72
H1 -0.88832 -1.00526 -0.51084  0.36
H2 0.05342 -1.78396 0.52428  0.36
H3 0.52288 0.86468 -0.64400  0.17
H4 1.52024 0.26196 0.56570  0.15
H5 2.27895 -1.33792 -0.85722  0.46
O2 -2.18057 1.86231 0.63188  -0.94
H6 -2.48245 0.94384 0.67388  0.47
H7 -1.27530 1.79520 0.95416  0.47

Entry 5:
Formula: C18H28N2O6
Source: the Open Molecules 2025 dataset
Level of theory: wB97M-V/def2-TZVPD

Results
Electronic energy in hartree: -1263.72405
HOMO in eV: -9.186
Gap between HOMO and LUMO in eV: 9.877
SMILES: CCOC(=O)C1CCN(C(=O)C(=O)N2CCC(C(=O)OCC)CC2)CC1
F_max in eV/Å: 0.6
Energy relative to the best compared isomer or geometry (same formula, charge and spin) in eV: 0.017

Last column: natural (NBO) charge in e.
Positions of all 54 atoms, in Å:
C1 6.13286 2.78057 -1.04984  -0.63
C2 5.83523 2.19345 0.32179  -0.08
O1 5.24523 0.89420 0.21508  -0.51
C3 3.92824 0.83355 0.02072  0.81
O2 3.20606 1.79227 -0.06249  -0.61
C4 3.45501 -0.60794 -0.03106  -0.32
C5 2.30995 -0.75646 -1.03470  -0.39
C6 1.72815 -2.16895 -0.97188  -0.22
N1 1.30074 -2.46678 0.37336  -0.42
C7 0.02707 -2.60937 0.78181  0.61
O3 -0.28386 -2.76853 1.95144  -0.62
C8 -1.02737 -2.63309 -0.32584  0.60
O4 -1.02215 -3.51506 -1.17076  -0.63
N2 -1.95909 -1.66819 -0.26968  -0.42
C9 -1.96768 -0.55353 0.64655  -0.22
C10 -1.76991 0.75330 -0.12410  -0.39
C11 -2.85780 0.90149 -1.19364  -0.33
C12 -4.22531 1.13820 -0.56578  0.81
O5 -5.23710 0.57014 -0.88239  -0.61
O6 -4.16726 2.09723 0.36164  -0.52
C13 -5.38215 2.42116 1.04200  -0.08
C14 -5.65423 1.45085 2.18236  -0.64
C15 -2.88125 -0.33298 -2.09884  -0.40
C16 -3.00690 -1.61040 -1.26879  -0.24
C17 2.36808 -2.40439 1.34871  -0.23
C18 2.96822 -0.99936 1.37274  -0.40
H1 6.63364 3.73742 -0.93507  0.22
H2 5.20600 2.93175 -1.59765  0.22
H3 6.77397 2.10924 -1.61601  0.21
H4 6.75232 2.04184 0.89427  0.19
H5 5.15162 2.84640 0.87376  0.20
H6 4.30010 -1.24232 -0.31193  0.22
H7 1.53983 -0.02177 -0.79128  0.22
H8 2.66638 -0.55204 -2.04524  0.22
H9 2.49797 -2.89588 -1.25617  0.19
H10 0.89356 -2.27500 -1.66254  0.24
H11 -1.19153 -0.67902 1.39976  0.24
H12 -2.93737 -0.53477 1.15776  0.19
H13 -1.80262 1.59651 0.56499  0.23
H14 -0.79279 0.74449 -0.61207  0.21
H15 -2.64590 1.79430 -1.79374  0.24
H16 -6.20708 2.40213 0.32255  0.20
H17 -5.23433 3.43665 1.41437  0.19
H18 -6.53910 1.76774 2.72644  0.22
H19 -5.82519 0.45175 1.78881  0.22
H20 -4.80810 1.42432 2.86520  0.21
H21 -3.72729 -0.27253 -2.78329  0.23
H22 -1.95968 -0.36617 -2.68284  0.21
H23 -2.90986 -2.49440 -1.90112  0.25
H24 -3.97997 -1.63083 -0.77000  0.21
H25 3.13530 -3.13951 1.08409  0.19
H26 1.94300 -2.66035 2.32095  0.25
H27 2.20682 -0.28670 1.69734  0.21
H28 3.79753 -0.96465 2.08030  0.22

Entry 6:
Formula: C5H13N
Source: the Open Molecules 2025 dataset
Level of theory: wB97M-V/def2-TZVPD

Results
Electronic energy in hartree: -252.96135
HOMO (alpha / beta) in eV: 1.583 / -4.735
Gap between HOMO and LUMO (alpha / beta) in eV: 2.629 / 9.083
⟨S²⟩: 0.750
F_max in eV/Å: 2.9
2S+1: 2
Charge: -1
Energy relative to the best compared isomer or geometry (same formula, charge and spin) in eV: 1.093

Last column: natural (NBO) charge in e.
Positions of all 19 atoms, in Å:
C1 -0.68432 -0.65890 -2.04914  -0.69
C2 0.13806 -0.83198 -0.79454  -0.38
N1 -0.35861 0.02719 0.27139  -0.48
C3 0.65957 0.57522 1.11311  -0.38
C4 1.53591 1.64925 0.39951  -0.70
C5 -1.35710 -0.71122 1.14574  -0.76
H1 -0.46288 0.32622 -2.43825  0.20
H2 -1.73501 -0.74757 -1.78374  0.20
H3 -0.39652 -1.37717 -2.83290  0.19
H4 0.22096 -1.82822 -0.29090  0.17
H5 1.18894 -0.56930 -0.99209  0.18
H6 0.25171 1.08400 1.99540  0.19
H7 1.44222 -0.18069 1.43100  0.15
H8 2.14541 2.23503 1.08908  0.20
H9 2.26459 1.15435 -0.28032  0.18
H10 0.92576 2.18548 -0.33966  0.20
H11 -1.76226 0.05980 1.81462  0.19
H12 -1.98003 -1.20273 0.41095  0.19
H13 -0.79170 -1.48592 1.69435  0.16

Entry 7:
Formula: CH2IOP
Source: the Open Molecules 2025 dataset
Level of theory: wB97M-V/def2-TZVPD

Results
Electronic energy in hartree: -753.47272
HOMO (alpha / beta) in eV: -8.747 / -10.216
Gap between HOMO and LUMO (alpha / beta) in eV: 8.352 / 8.549
⟨S²⟩: 2.008
F_max in eV/Å: 7.7
2S+1: 3
Energy relative to the best compared isomer or geometry (same formula, charge and spin) in eV: 0.661

Last column: natural (NBO) charge in e.
Positions of all 6 atoms, in Å:
C1 0.27415 -0.03058 1.09814  0.33
O1 1.28832 -0.69011 1.21368  -0.48
P1 -1.47244 0.32897 -1.67589  0.09
I1 0.51702 -0.30112 -2.93122  -0.08
H1 -0.29837 0.67778 1.96775  0.06
H2 -0.30868 0.01506 0.32754  0.09

Entry 8:
Formula: C2H6O
Source: the Open Molecules 2025 dataset
Level of theory: wB97M-V/def2-TZVPD

Results
Electronic energy in hartree: -154.85846
HOMO (alpha / beta) in eV: -8.875 / -10.121
Gap between HOMO and LUMO (alpha / beta) in eV: 8.032 / 10.195
F_max in eV/Å: 3.1
Energy relative to the best compared isomer or geometry (same formula, charge and spin) in eV: 4.554

Last column: natural (NBO) charge in e.
Positions of all 9 atoms, in Å:
C1 1.37320 -0.06685 -0.20268  -0.30
C2 -1.76093 0.05222 0.29598  -0.34
O1 0.29353 -0.58465 -0.81525  -0.42
H1 1.99891 -0.66925 0.56972  0.15
H2 1.24098 0.99899 -0.00595  0.18
H3 2.16002 0.02922 -0.94021  0.21
H4 -1.42187 0.21705 1.24033  0.15
H5 -2.14078 -0.89785 0.07834  0.19
H6 -1.74305 0.92112 -0.22027  0.17